Formula: C42H37BiClI2N10O3
Source: the Open Molecules 2025 dataset
Level of theory: ωB97M-V/def2-TZVPD

Cartesian coordinates (Å):
Bi 0.24491 -0.52001 0.19250
C 2.82995 0.67290 1.90014
N 1.68517 -0.11658 2.35328
C 2.00037 -1.40979 2.92767
C 2.29092 -2.37557 1.82080
N 2.00431 -2.15264 0.55968
C 2.44814 -3.27348 -0.14500
C 2.45173 -3.53827 -1.51003
C 3.00229 -4.73768 -1.91374
C 3.54535 -5.64757 -0.99502
C 3.56601 -5.38451 0.36004
C 3.00783 -4.17707 0.75926
N 2.89223 -3.56826 2.00288
C 2.37135 1.67763 0.83269
N 1.71501 0.95917 -0.27482
C 2.43255 1.20765 -1.44480
C 2.19446 0.79458 -2.74035
C 3.04493 1.25840 -3.74823
C 4.09504 2.11122 -3.46097
C 4.34157 2.51995 -2.14739
C 3.50649 2.05712 -1.15792
N 3.54998 2.29883 0.23020
H 3.54035 -0.00344 1.42377
H 3.33718 1.18620 2.72475
H 1.03223 0.39494 2.93448
H 1.14081 -1.76721 3.50004
H 2.86302 -1.37496 3.60687
H 2.03327 -2.83314 -2.21081
H 3.02281 -4.98160 -2.96737
H 3.96976 -6.57334 -1.35890
H 4.00068 -6.07923 1.06516
H 3.23545 -3.92264 2.87915
H 1.37464 0.13119 -2.97738
H 2.87198 0.94402 -4.76908
H 4.73830 2.46251 -4.25602
H 5.16775 3.17901 -1.91390
H 3.70026 3.26279 0.49245
I -0.49066 -3.95589 -3.76622
C -1.33309 -2.06975 -3.56280
C -2.35099 -1.69150 -4.46262
C -2.97435 -0.48016 -4.37442
I -4.47748 -0.01415 -5.73865
C -2.60084 0.42635 -3.34611
C -3.20547 1.68439 -3.11960
C -2.81283 2.45876 -2.06582
C -1.79910 1.97991 -1.21956
N -1.20517 0.82909 -1.41539
C -1.57343 0.04295 -2.45625
C -0.90374 -1.22431 -2.55988
O 0.06702 -1.54050 -1.72005
H -2.63776 -2.39079 -5.23589
H -3.98992 2.01779 -3.78593
H -3.26955 3.41781 -1.86888
H -1.47628 2.56153 -0.36273
O -3.21643 -1.27371 -0.21444
C -4.35446 -1.30400 0.62540
N -5.05480 -0.05324 0.71273
C -4.83489 0.98916 1.56987
O -5.51048 1.99614 1.52847
C -3.73492 0.86193 2.58238
C -3.98004 1.21464 3.90391
C -2.93412 1.14591 4.80714
C -1.68259 0.75916 4.35096
N -1.42075 0.45164 3.08064
C -2.44277 0.50556 2.22448
H -3.49876 -1.25692 -1.13653
H -3.99223 -1.58920 1.61186
H -5.06099 -2.06199 0.27945
H -5.77648 0.14408 0.03434
H -4.96803 1.53654 4.20474
H -3.07639 1.39835 5.84830
H -0.84799 0.70549 5.04264
H -2.24290 0.25560 1.18905
N -2.39978 -4.42161 2.12666
C -1.98772 -4.82869 0.88060
C -1.09079 -3.89093 0.46828
N -0.94612 -2.92338 1.43605
C -1.74399 -3.27338 2.41462
H -3.05251 -4.89776 2.72374
H -2.35943 -5.72406 0.41602
H -0.54960 -3.84634 -0.46315
H -1.88872 -2.73564 3.33856
Cl 0.97233 7.79594 -1.73737
C 1.09144 6.33358 -0.81330
C 0.80703 5.11774 -1.41970
C 0.89621 3.95375 -0.67657
C 1.27141 3.98631 0.66856
C 1.40348 2.71051 1.46428
C 1.56956 5.21388 1.24327
C 1.47520 6.39179 0.51329
H 0.53144 5.08777 -2.46489
H 0.70986 3.00526 -1.16051
H 0.41894 2.23224 1.54589
H 1.71378 2.94700 2.48712
H 1.87311 5.26143 2.28257
H 1.69941 7.34678 0.96734

Net charge = +1
Highest occupied orbital energy = -0.3344 Eh